Computed, not measured: a 4-piece molecular cluster, C24H28F4N6O8S4 overall at a distorted geometry, with ωB97M-V with the def2-TZVPD basis set.

Structure (XYZ):
```
74
Properties=species:S:1:pos:R:3
C 13.862 23.574 9.258
N 13.053 22.536 8.482
C 13.313 21.198 8.657
C 12.646 20.262 7.876
C 11.649 20.671 7.036
C 11.366 22.019 6.891
C 12.053 22.989 7.707
C 10.853 19.593 6.310
C 10.476 18.398 6.988
C 9.659 17.540 6.315
N 9.365 17.762 4.971
C 9.815 18.843 4.305
C 10.489 19.815 5.019
C 8.752 16.694 4.195
H 13.621 23.390 10.305
H 13.501 24.569 8.997
H 14.907 23.425 8.988
H 14.163 21.007 9.294
H 12.846 19.212 8.028
H 10.511 22.375 6.334
H 11.870 24.051 7.628
H 10.837 18.189 7.984
H 9.339 16.610 6.760
H 9.578 18.884 3.252
H 10.779 20.756 4.575
H 7.924 16.218 4.721
H 9.573 16.056 3.868
H 8.253 17.193 3.364
C 23.882 11.085 4.297
N 23.548 12.198 5.197
C 22.721 13.172 4.745
C 22.391 14.205 5.583
C 22.845 14.288 6.883
C 23.441 13.158 7.412
C 23.823 12.086 6.524
C 22.498 15.478 7.715
C 21.924 15.384 8.973
C 21.604 16.542 9.687
N 21.670 17.782 9.037
C 22.298 17.918 7.865
C 22.656 16.758 7.192
C 21.116 19.042 9.610
H 23.201 11.038 3.447
H 23.861 10.182 4.906
H 24.905 11.277 3.971
H 22.390 13.215 3.718
H 21.784 15.031 5.245
H 23.730 13.123 8.452
H 24.358 11.201 6.836
H 21.811 14.399 9.402
H 21.206 16.458 10.687
H 22.562 18.920 7.560
H 22.971 16.870 6.165
H 21.366 19.870 8.947
H 21.723 19.219 10.498
H 20.065 18.935 9.879
N 12.889 27.702 1.860
S 13.595 28.199 3.052
O 15.032 28.392 2.987
O 13.058 27.831 4.395
F 13.055 29.715 2.878
S 13.257 26.136 2.051
O 12.280 25.391 2.878
O 14.633 25.711 1.938
F 12.764 25.763 0.587
N 17.834 20.175 6.545
S 17.497 19.069 5.702
O 18.598 18.516 4.896
O 16.125 18.818 5.281
F 17.599 18.045 6.918
S 17.724 21.378 5.336
O 16.662 22.400 5.477
O 18.376 21.219 4.065
F 18.880 22.336 5.982
```

The HOMO energy is -9.975 eV. As for the electronic energy: -104849.2686 eV. The HOMO-LUMO gap is 2.469 eV. Its total charge is +2. The value obtained for the molar mass is 732.8 g/mol. Its spin multiplicity is 1.